#A
The following is a DFT calculation (ωB97M-V/def2-TZVPD) of an isolated molecule of C3H7NO2.

Atoms and positions in Å:
1 C -0.52 0.20 0.28
2 C -1.84 -0.54 0.36
3 N 0.55 -0.73 -0.31
4 C 2.22 0.87 -0.69
5 O 1.84 -0.18 0.10
6 O 3.25 1.51 -0.57
7 H 0.55 -1.68 0.05
8 H 1.37 1.10 -1.40
9 H -0.67 1.12 -0.29
10 H -0.20 0.49 1.28
11 H -1.75 -1.46 0.94
12 H -2.23 -0.79 -0.63
13 H -2.58 0.09 0.88

* M: 89.09 g mol⁻¹
* LUMO energy: 0.9 eV
* spin multiplicity: 1
* Kohn-Sham gap: 10.86 eV

#B
The following is a DFT calculation (ωB97M-V/def2-TZVPD) of an isolated molecule of C3H7NO2.

Atoms and positions in Å:
1 O -1.70 0.45 0.17
2 C -1.18 -0.86 0.32
3 C 0.12 -1.05 -0.43
4 O 1.25 -0.61 0.32
5 C 1.79 0.59 0.36
6 N 1.17 1.66 -0.16
7 H -1.17 1.04 0.72
8 H -1.02 -1.11 1.38
9 H -1.92 -1.55 -0.08
10 H 0.33 -2.12 -0.56
11 H 0.09 -0.56 -1.40
12 H 1.96 2.28 -0.02
13 H 0.26 1.85 -0.62

* M: 89.09 g mol⁻¹
* LUMO energy: 0.9 eV
* spin multiplicity: 1
* Kohn-Sham gap: 9.21 eV

#C
The following is a DFT calculation (ωB97M-V/def2-TZVPD) of a structure of composition C3H7NO2.

Atoms and positions in Å:
1 C -2.19 -0.35 -0.98
2 O -1.45 -0.46 0.28
3 C -0.16 -0.11 0.19
4 O 0.21 0.28 -0.91
5 C 1.47 -0.12 1.26
6 N 2.28 0.56 0.35
7 H -3.22 -0.63 -0.76
8 H -1.77 -1.03 -1.73
9 H -2.15 0.67 -1.38
10 H 1.69 -1.19 1.32
11 H 1.34 0.32 2.26
12 H 1.58 0.51 -0.53
13 H 2.36 1.54 0.64

* M: 89.09 g mol⁻¹
* LUMO energy: 0.9 eV
* spin multiplicity: 1
* Kohn-Sham gap: 10.19 eV

#D
The following is a DFT calculation (ωB97M-V/def2-TZVPD) of an isolated molecule of C3H7NO2.

Atoms and positions in Å:
1 C -2.46 -0.07 -0.58
2 N -1.28 0.22 0.45
3 C 0.05 -0.31 0.20
4 O 0.28 -1.48 0.26
5 O 0.90 0.66 -0.09
6 C 2.24 0.20 -0.37
7 H -2.22 0.62 -1.41
8 H -1.61 -0.20 1.32
9 H -2.19 -1.08 -0.95
10 H -1.25 1.23 0.58
11 H 2.63 -0.36 0.48
12 H 2.83 1.10 -0.54
13 H 2.23 -0.44 -1.26

* M: 89.09 g mol⁻¹
* LUMO energy: 0.4 eV
* spin multiplicity: 1
* Kohn-Sham gap: 7.48 eV

#A is favored, and the nearest alternative lies 0.0083 hartree above it.

#A
The following is a DFT calculation (ωB97M-V/def2-TZVPD) of an isolated molecule of C21H18N2O4S.

Atoms and positions in Å:
1 O -8.29 -2.41 -0.01
2 C -7.54 -3.30 -0.33
3 O -7.99 -4.52 -0.68
4 C -6.06 -3.20 -0.36
5 C -5.24 -4.29 -0.74
6 C -3.89 -4.16 -0.75
7 C -3.27 -2.93 -0.38
8 C -1.87 -2.77 -0.39
9 C -1.30 -1.58 -0.04
10 C 0.21 -1.52 -0.08
11 O 0.88 -2.52 -0.22
12 N 0.75 -0.27 0.06
13 C 2.10 0.06 0.08
14 C 3.16 -0.78 -0.02
15 C 4.48 -0.23 0.04
16 C 4.65 1.10 0.18
17 N 3.58 1.95 0.29
18 C 3.81 3.39 0.43
19 C 4.57 4.01 -0.74
20 C 4.82 5.45 -0.32
21 S 5.29 5.39 1.44
22 C 4.57 3.74 1.72
23 C 2.27 1.50 0.24
24 O 1.31 2.27 0.33
25 C -2.12 -0.49 0.35
26 C -3.47 -0.62 0.36
27 C -4.09 -1.84 -0.01
28 C -5.49 -2.00 0.00
29 H -8.96 -4.49 -0.62
30 H -5.71 -5.23 -1.01
31 H -3.25 -4.99 -1.04
32 H -1.23 -3.59 -0.67
33 H 0.16 0.54 0.13
34 H 3.00 -1.84 -0.13
35 H 5.34 -0.88 -0.04
36 H 5.62 1.56 0.23
37 H 2.81 3.83 0.48
38 H 5.52 3.49 -0.89
39 H 3.99 3.94 -1.66
40 H 5.63 5.91 -0.89
41 H 3.93 6.06 -0.45
42 H 3.90 3.76 2.57
43 H 5.36 3.02 1.92
44 H -1.69 0.46 0.66
45 H -4.10 0.21 0.66
46 H -6.14 -1.18 0.29

* M: 394.45 g mol⁻¹
* LUMO energy: -0.4 eV
* spin multiplicity: 1
* Kohn-Sham gap: 7.91 eV

#B
The following is a DFT calculation (ωB97M-V/def2-TZVPD) of an isolated molecule of C21H18N2O4S.

Atoms and positions in Å:
1 O -8.27 -0.39 2.43
2 C -7.58 -1.31 2.06
3 O -8.10 -2.50 1.71
4 C -6.10 -1.27 1.95
5 C -5.36 -2.39 1.51
6 C -4.00 -2.31 1.42
7 C -3.31 -1.12 1.77
8 C -1.91 -1.02 1.69
9 C -1.28 0.14 2.03
10 C 0.22 0.22 2.01
11 O 0.88 0.12 3.03
12 N 0.76 0.36 0.76
13 C 2.10 0.45 0.41
14 C 3.16 0.39 1.26
15 C 4.48 0.49 0.73
16 C 4.64 0.65 -0.60
17 N 3.58 0.70 -1.46
18 C 3.81 0.87 -2.89
19 C 4.60 -0.28 -3.51
20 C 4.93 0.16 -4.93
21 S 5.40 1.92 -4.81
22 C 4.54 2.18 -3.23
23 C 2.27 0.61 -1.03
24 O 1.31 0.66 -1.79
25 C -2.02 1.25 2.49
26 C -3.38 1.18 2.57
27 C -4.06 -0.01 2.21
28 C -5.47 -0.11 2.29
29 H -9.06 -2.41 1.82
30 H -5.86 -3.30 1.24
31 H -3.43 -3.17 1.08
32 H -1.33 -1.87 1.35
33 H 0.12 0.43 -0.02
34 H 3.01 0.27 2.32
35 H 5.33 0.45 1.38
36 H 5.62 0.73 -1.06
37 H 2.83 0.89 -3.35
38 H 5.52 -0.47 -2.95
39 H 4.01 -1.20 -3.50
40 H 5.75 -0.40 -5.35
41 H 4.06 0.05 -5.58
42 H 3.83 3.00 -3.31
43 H 5.26 2.45 -2.46
44 H -1.51 2.16 2.78
45 H -3.95 2.04 2.92
46 H -6.05 0.74 2.63

* M: 394.45 g mol⁻¹
* LUMO energy: -0.1 eV
* spin multiplicity: 1
* Kohn-Sham gap: 8.30 eV

#A is favored, and the nearest alternative lies 0.0057 hartree above it.

#A
The following is a DFT calculation (ωB97M-V/def2-TZVPD) of a cluster of 2 separate species, C5H14S in total.

Atoms and positions in Å:
1 C -2.34 -0.26 1.85
2 C -2.01 -1.70 1.55
3 H -3.07 -0.17 2.65
4 H -1.50 0.24 2.37
5 H -2.46 0.37 0.98
6 H -1.09 -1.90 0.99
7 H -2.70 -2.17 0.83
8 H -2.09 -2.30 2.45
9 C 1.48 1.88 -1.51
10 C 2.41 1.31 -0.44
11 C 0.55 -0.85 -1.49
12 S 0.14 0.79 -2.21
13 H 1.02 2.76 -1.06
14 H 2.01 2.13 -2.42
15 H 1.79 0.98 0.39
16 H 3.14 2.01 -0.04
17 H 0.90 -0.73 -0.47
18 H -0.36 -1.44 -1.50
19 H 1.27 -1.38 -2.11
20 H 2.91 0.42 -0.83

* M: 106.23 g mol⁻¹
* LUMO energy: 0.9 eV
* spin multiplicity: 1
* Kohn-Sham gap: 9.35 eV

#B
The following is a DFT calculation (ωB97M-V/def2-TZVPD) of a cluster of 2 separate species, C5H14S in total.

Atoms and positions in Å:
1 C -2.25 -1.20 1.56
2 C -1.42 -0.32 2.58
3 H -1.53 -1.27 0.75
4 H -2.24 -2.14 2.10
5 H -3.22 -0.91 1.21
6 H -1.78 0.69 2.78
7 H -0.39 -0.23 2.26
8 H -1.39 -0.85 3.53
9 C 0.39 0.48 -0.77
10 C 0.21 1.91 -1.31
11 C 2.69 -0.65 -1.96
12 S 2.18 0.09 -0.42
13 H -0.16 0.33 0.16
14 H 0.11 -0.24 -1.53
15 H -0.74 2.29 -0.92
16 H 0.05 1.95 -2.38
17 H 1.87 -0.73 -2.66
18 H 3.58 -0.08 -2.24
19 H 3.08 -1.67 -1.89
20 H 0.97 2.54 -0.85

* M: 106.23 g mol⁻¹
* LUMO energy: 1.0 eV
* spin multiplicity: 1
* Kohn-Sham gap: 9.40 eV

#C
The following is a DFT calculation (ωB97M-V/def2-TZVPD) of a cluster of 2 separate species, C5H14S in total.

Atoms and positions in Å:
1 C 1.49 2.34 -0.67
2 C 2.59 1.33 -0.30
3 H 0.63 1.87 -1.09
4 H 1.33 3.07 0.12
5 H 1.85 2.97 -1.49
6 H 2.61 1.21 0.77
7 H 3.54 1.71 -0.66
8 H 2.54 0.33 -0.73
9 C -0.93 -1.62 -0.04
10 C -0.48 -1.10 -1.41
11 C -2.51 -1.01 2.16
12 S -1.42 -0.18 0.99
13 H -1.74 -2.35 -0.11
14 H -0.17 -2.08 0.55
15 H -1.18 -1.38 -2.19
16 H 0.46 -1.58 -1.68
17 H -1.99 -1.62 2.90
18 H -3.06 -0.26 2.72
19 H -3.21 -1.62 1.60
20 H -0.36 -0.03 -1.42

* M: 106.23 g mol⁻¹
* LUMO energy: 1.1 eV
* spin multiplicity: 1
* Kohn-Sham gap: 9.49 eV

#C is favored, and the nearest alternative lies 0.0046 hartree above it.

#A
The following is a DFT calculation (ωB97M-V/def2-TZVPD) of a cluster of 2 separate species, C5H14S in total.

Atoms and positions in Å:
1 C -1.59 0.04 1.34
2 C -2.09 -0.32 -0.02
3 C -2.10 -0.90 2.45
4 H -1.91 1.03 1.58
5 H -0.50 -0.03 1.46
6 H -1.60 -1.10 -0.47
7 H -3.20 -0.44 -0.06
8 H -2.21 -1.88 2.13
9 H -3.07 -0.74 2.70
10 H -1.84 0.53 -0.81
11 H -1.38 -1.12 3.24
12 C 1.63 0.28 -2.62
13 C 3.24 0.81 -0.37
14 S 3.09 -0.49 -1.67
15 H 1.98 0.88 -3.38
16 H 1.18 -0.41 -3.29
17 H 0.70 0.51 -1.84
18 H 4.03 0.78 0.40
19 H 2.25 0.83 0.09
20 H 3.40 1.75 -0.90

* M: 106.23 g mol⁻¹
* LUMO energy: 0.9 eV
* spin multiplicity: 1
* Kohn-Sham gap: 9.51 eV

#B
The following is a DFT calculation (ωB97M-V/def2-TZVPD) of a cluster of 2 separate species, C5H14S in total.

Atoms and positions in Å:
1 C 0.97 -0.81 -1.15
2 C 1.36 -2.24 -1.12
3 C -1.76 -0.51 -0.94
4 S -0.42 -0.16 -2.19
5 H 0.91 -0.28 -0.19
6 H 1.75 -0.31 -1.90
7 H 1.62 -2.76 -2.14
8 H 0.53 -2.77 -0.53
9 H -1.82 0.10 -0.02
10 H -2.77 -0.13 -1.37
11 H -1.78 -1.58 -0.46
12 H 2.25 -2.39 -0.52
13 C 0.53 1.71 1.16
14 C -0.64 1.69 2.01
15 H 0.83 0.55 1.17
16 H 0.43 2.24 0.18
17 H 1.30 2.32 1.45
18 H -1.41 2.33 1.45
19 H -0.57 2.26 3.05
20 H -1.30 0.75 2.05

* M: 106.23 g mol⁻¹
* LUMO energy: 0.9 eV
* spin multiplicity: 1
* Kohn-Sham gap: 9.46 eV

#A is favored, and the nearest alternative lies 0.0293 hartree above it.

#A
The following is a DFT calculation (ωB97M-V/def2-TZVPD) of a cluster of 2 separate species, C5H14S in total.

Atoms and positions in Å:
1 C 0.03 2.20 -1.21
2 C -0.05 3.09 0.00
3 H -0.21 1.15 -1.00
4 H -0.69 2.44 -2.02
5 H 0.89 2.23 -1.85
6 H 0.82 3.06 0.67
7 H -0.86 2.83 0.66
8 H -0.17 4.14 -0.27
9 C -0.24 -1.31 -0.74
10 C 0.21 -2.60 -1.42
11 C -0.69 0.11 1.76
12 S 0.49 -0.98 0.90
13 H 0.05 -0.53 -1.46
14 H -1.30 -1.13 -0.63
15 H -0.27 -2.65 -2.39
16 H -0.17 -3.50 -0.93
17 H -1.07 0.93 1.16
18 H -1.62 -0.46 1.94
19 H -0.27 0.54 2.67
20 H 1.28 -2.63 -1.66

* M: 106.23 g mol⁻¹
* LUMO energy: 1.0 eV
* spin multiplicity: 1
* Kohn-Sham gap: 9.42 eV

#B
The following is a DFT calculation (ωB97M-V/def2-TZVPD) of a cluster of 2 separate species, C5H14S in total.

Atoms and positions in Å:
1 C -0.23 -1.85 -2.38
2 C 0.19 -2.11 -0.92
3 C -0.40 0.98 -1.67
4 S -1.14 -0.31 -2.71
5 H 0.60 -1.84 -3.08
6 H -0.81 -2.70 -2.75
7 H 0.21 -1.15 -0.42
8 H 1.23 -2.43 -0.93
9 H 0.51 1.32 -2.15
10 H -1.17 1.74 -1.62
11 H -0.31 0.69 -0.63
12 H -0.50 -2.75 -0.40
13 C -0.41 1.52 2.83
14 C 0.90 1.14 2.09
15 H -1.23 1.65 2.13
16 H -0.65 0.62 3.40
17 H -0.28 2.36 3.50
18 H 1.23 1.97 1.46
19 H 0.58 0.30 1.47
20 H 1.67 0.82 2.78

* M: 106.23 g mol⁻¹
* LUMO energy: 0.9 eV
* spin multiplicity: 1
* Kohn-Sham gap: 9.32 eV

#B is favored, and the nearest alternative lies 0.0056 hartree above it.

#A
The following is a DFT calculation (ωB97M-V/def2-TZVPD) of a cluster of 2 separate species, C5H14S in total.

Atoms and positions in Å:
1 C -0.45 2.62 -1.56
2 C -1.21 2.04 -0.34
3 C 1.13 0.26 -1.23
4 S 1.30 2.02 -1.64
5 H -0.89 2.23 -2.47
6 H -0.42 3.70 -1.55
7 H -1.74 1.15 -0.69
8 H -1.91 2.77 0.06
9 H 2.03 -0.05 -0.70
10 H 0.35 0.09 -0.50
11 H 1.06 -0.32 -2.15
12 H -0.51 1.77 0.44
13 C 0.52 -2.41 2.19
14 C -0.20 -2.10 0.88
15 H -0.21 -2.69 2.94
16 H 1.17 -3.29 2.10
17 H 1.20 -1.64 2.54
18 H 0.40 -2.40 0.02
19 H -0.52 -1.07 0.82
20 H -1.11 -2.68 0.83

* M: 106.23 g mol⁻¹
* LUMO energy: 1.0 eV
* spin multiplicity: 1
* Kohn-Sham gap: 9.35 eV

#B
The following is a DFT calculation (ωB97M-V/def2-TZVPD) of a cluster of 2 separate species, C5H14S in total.

Atoms and positions in Å:
1 C 0.36 -1.49 -0.60
2 C 0.60 -2.75 -1.42
3 C -2.14 -0.41 -1.20
4 S -0.40 -0.08 -1.48
5 H -0.46 -1.71 0.09
6 H 1.27 -1.21 -0.08
7 H 1.48 -2.64 -2.08
8 H -0.18 -2.81 -2.18
9 H -2.50 -1.42 -1.14
10 H -2.46 0.29 -0.43
11 H -2.77 -0.16 -2.07
12 H 0.66 -3.63 -0.78
13 C 1.32 2.76 1.63
14 C 0.26 1.71 1.76
15 H 2.06 2.91 2.43
16 H 2.00 2.65 0.76
17 H 1.04 3.76 1.34
18 H -0.04 1.21 0.84
19 H -0.64 2.16 2.17
20 H 0.54 0.87 2.42

* M: 106.23 g mol⁻¹
* LUMO energy: 1.0 eV
* spin multiplicity: 1
* Kohn-Sham gap: 9.48 eV

#A is favored, and the nearest alternative lies 0.0155 hartree above it.

#A
The following is a DFT calculation (ωB97M-V/def2-TZVPD) of an isolated molecule of CH3BrOS.

Atoms and positions in Å:
1 C 0.86 -0.17 -0.07
2 O 0.12 0.91 -0.50
3 S -1.24 1.29 0.30
4 Br -2.62 -0.58 0.01
5 H 0.55 -0.40 0.93
6 H 1.85 0.00 0.04
7 H 0.49 -1.04 -0.70

* M: 143.01 g mol⁻¹
* LUMO energy: -0.8 eV
* spin multiplicity: 1
* Kohn-Sham gap: 8.39 eV

#B
The following is a DFT calculation (ωB97M-V/def2-TZVPD) of a cluster of 2 separate species, CH3BrOS in total.

Atoms and positions in Å:
1 C 0.86 -1.22 0.17
2 O -1.22 3.01 0.24
3 S -2.40 2.71 -0.59
4 Br -0.54 -0.38 -0.87
5 H 0.66 -2.29 0.17
6 H 0.82 -0.82 1.18
7 H 1.81 -1.00 -0.30

* M: 143.01 g mol⁻¹
* LUMO energy (spin up / spin down): -1.4 / -1.4 eV
* spin multiplicity: 1
* Kohn-Sham gap (spin up / spin down): 7.76 / 7.73 eV

#A is favored, and the nearest alternative lies 0.0200 hartree above it.

#A
The following is a DFT calculation (ωB97M-V/def2-TZVPD) of a cluster of 2 separate species, CH3BrOS in total.

Atoms and positions in Å:
1 C -0.03 0.18 0.11
2 O -2.36 2.23 -0.16
3 S -2.35 1.09 0.66
4 Br -3.56 -0.64 -0.24
5 H 0.58 -0.34 0.74
6 H 0.18 1.26 -0.12
7 H -0.24 -0.36 -0.76

* M: 143.01 g mol⁻¹
* LUMO energy (spin up / spin down): -0.7 / -1.0 eV
* spin multiplicity: 1
* Kohn-Sham gap (spin up / spin down): 8.27 / 8.17 eV

#B
The following is a DFT calculation (ωB97M-V/def2-TZVPD) of an isolated molecule of CH3BrOS.

Atoms and positions in Å:
1 C -0.16 -0.21 -0.09
2 O -2.02 -0.90 1.94
3 S -1.23 -1.45 0.88
4 Br -2.80 -1.57 -1.28
5 H 0.90 -0.24 0.43
6 H -0.60 0.72 -0.17
7 H -0.08 -0.60 -1.01

* M: 143.01 g mol⁻¹
* LUMO energy (spin up / spin down): -1.9 / -1.9 eV
* spin multiplicity: 1
* Kohn-Sham gap (spin up / spin down): 8.15 / 8.16 eV

#B is favored, and the nearest alternative lies 0.0436 hartree above it.